No. 1
Entry from the Open Molecules 2025 dataset: a cluster of 11 separate species, H22O11 in total (wB97M-V/def2-TZVPD).

Structure (XYZ):
```
33
Properties=species:S:1:pos:R:3:forces:R:3
O -2.53406 -2.37455 -0.17030 0.09 0.03 0.25
H -2.40493 -1.68011 -0.82777 0.04 -0.18 -0.10
H -3.18574 -2.03166 0.44704 -0.11 -0.11 -0.02
O -2.50870 -0.31894 -2.18449 0.18 0.49 0.16
H -2.93134 0.34702 -1.63268 -0.31 -0.06 -0.04
H -2.57055 0.02448 -3.08135 -0.05 -0.19 -0.15
O -1.38454 0.52130 1.72373 -0.17 0.15 -0.40
H -1.63969 1.32379 1.25516 0.04 0.25 0.21
H -2.20587 0.11505 2.01697 0.07 -0.13 0.15
O 0.26764 3.26919 0.60772 -0.23 -0.14 0.24
H 0.31813 2.53883 -0.02201 0.09 0.07 -0.09
H -0.25111 3.94504 0.16367 0.06 0.09 -0.05
O 1.89690 -2.76411 -1.40788 0.10 -0.01 0.00
H 1.50911 -2.03178 -0.91182 -0.14 -0.14 0.13
H 1.55502 -2.67435 -2.30033 0.02 -0.02 -0.06
O -0.63825 -3.56614 2.10686 -0.12 0.06 0.12
H -0.19774 -4.28423 1.64583 0.07 -0.01 -0.04
H -1.05024 -3.04890 1.40607 0.01 -0.02 -0.21
O 0.51867 -0.55010 -0.07056 0.00 0.01 -0.36
H 0.29530 -0.25317 -0.96182 0.11 0.10 0.16
H -0.14418 -0.14482 0.50878 0.04 -0.34 0.22
O 2.91034 2.25442 -2.10354 -0.13 0.18 -0.17
H 2.07184 1.94420 -1.75442 0.10 -0.24 0.20
H 3.36557 2.61699 -1.33806 0.08 -0.04 0.06
O -0.10323 1.61634 -1.73600 -0.08 0.34 -0.24
H 0.06572 2.28714 -2.40896 0.10 0.01 -0.10
H -1.05834 1.50174 -1.74264 -0.02 -0.21 -0.09
O 3.28474 -0.83702 0.91375 0.12 0.06 -0.02
H 3.55288 -1.59330 0.38414 0.01 -0.05 -0.04
H 2.38019 -0.65575 0.63105 -0.06 0.03 0.08
O 0.54768 1.26829 3.76546 0.00 0.00 0.08
H 0.28488 2.13759 4.07675 0.05 0.07 -0.01
H -0.01611 1.09751 3.00164 0.04 -0.04 0.10
```
Forces are in eV/Å.

Energy relative to the best compared isomer or geometry (same formula, charge and spin) = 43.5 kcal per mole
E_HOMO = -10.196 eV
Gap between HOMO and LUMO = 0.330 hartree
SMILES string = O.O.O.O.O.O.O.O.O.O.O
Spin multiplicity = 1

=====

No. 2
Entry from the Open Molecules 2025 dataset: a cluster of 11 separate species, H22O11 in total in a non-equilibrium geometry (wB97M-V/def2-TZVPD).

Structure (XYZ):
```
33
Properties=species:S:1:pos:R:3:forces:R:3
O -0.20200 20.44500 -11.92300 -0.47 -0.41 2.26
H 0.06700 20.51600 -12.81900 0.60 0.10 -1.90
H 0.29900 19.69000 -11.58200 -0.28 0.43 -0.19
O -2.56800 19.33700 -14.56900 0.91 1.51 0.19
H -2.79900 18.42700 -14.71900 -0.55 -0.94 -0.38
H -3.24700 19.75400 -14.04500 -0.23 0.09 0.08
O -2.98800 16.93200 -15.60000 1.74 -1.03 0.23
H -2.06000 16.88000 -15.97100 -1.44 0.11 0.32
H -2.90300 16.33800 -14.82100 -0.05 0.43 -0.79
O 0.25200 20.12800 -14.62500 0.76 2.02 0.08
H -0.68000 19.97300 -14.65600 -1.20 -0.56 -0.23
H 0.70200 19.31000 -14.70700 0.38 -1.37 -0.08
O -0.19700 17.55400 -13.27100 -1.10 -0.48 -1.88
H 0.29400 17.72200 -12.51100 1.25 0.44 1.97
H -1.02100 18.01700 -13.21000 -0.79 0.44 0.11
O -3.09700 17.24100 -12.67700 0.00 0.27 0.45
H -3.81100 16.68100 -12.97600 -0.37 -0.32 0.06
H -3.55000 18.00300 -12.29500 0.04 -0.05 -0.09
O 1.27600 15.93300 -14.58400 -0.92 0.41 -1.47
H 1.85700 15.85000 -13.85400 1.17 -0.80 1.12
H 0.64000 16.54600 -14.17500 -0.13 -0.29 -0.63
O 2.59100 15.50700 -12.22300 0.44 0.34 0.22
H 3.47200 15.63200 -12.60600 -0.22 -0.13 0.22
H 2.33700 16.38800 -11.85300 0.17 -0.94 -0.16
O 2.18000 18.10300 -11.82400 0.48 0.13 -0.93
H 1.86900 18.43100 -10.99300 0.17 0.20 1.05
H 3.15000 18.12800 -11.82400 -0.43 0.34 0.18
O 1.36900 16.36200 -9.56800 -0.92 0.23 0.19
H 1.00500 15.47600 -9.50400 0.57 -0.57 0.05
H 0.52700 16.81600 -9.75700 0.78 -0.18 -0.23
O -0.72300 17.84200 -10.36300 0.81 -0.31 -0.26
H -1.55900 18.22000 -10.54100 -1.56 0.49 -1.08
H -0.65200 18.07800 -9.45500 0.41 0.42 1.52
```
Forces are in eV/Å.

Energy relative to the best compared isomer or geometry (same formula, charge and spin) = 49.0 kcal per mole
E_HOMO = -9.684 eV
Gap between HOMO and LUMO = 0.343 hartree
SMILES string = O.O.O.O.O.O.O.O.O.O.O
Spin multiplicity = 1

=====

No. 3
Entry from the Open Molecules 2025 dataset: a structure of composition H22O11 in a non-equilibrium geometry (wB97M-V/def2-TZVPD).

Structure (XYZ):
```
33
Properties=species:S:1:pos:R:3:forces:R:3
O -12.30674 33.59179 13.20183 -4.38 3.92 1.03
H -12.85618 32.88169 12.87003 -0.87 1.82 1.48
H -11.42325 33.22382 13.21863 -1.72 1.17 0.55
O -8.45264 31.97856 13.64682 8.25 1.13 5.93
H -8.20918 32.88945 13.48177 0.51 0.17 0.34
H -9.33203 32.02929 14.02142 1.56 -0.60 2.03
O -9.53959 31.19092 12.17297 -0.92 -3.58 -9.09
H -9.22093 31.60006 11.36842 0.77 -0.81 0.22
H -9.21042 31.75273 12.87456 0.99 0.14 -2.40
O -10.25203 33.05484 13.70661 0.46 3.24 2.26
H -9.98042 33.95841 13.54528 0.18 0.73 -0.29
H -10.24657 32.96918 14.65995 -0.96 0.43 1.06
O -11.85302 31.82578 12.26653 -8.97 -4.95 -6.84
H -12.24949 32.41445 11.62426 -0.35 0.52 -1.13
H -12.41798 31.05309 12.26473 0.09 -0.95 0.08
O -12.32410 30.63335 15.13986 -5.08 -0.10 4.46
H -11.54459 30.83390 14.62182 0.20 0.02 2.26
H -12.94774 31.32277 14.91180 -0.49 0.18 0.41
O -10.62281 33.07148 11.19599 1.99 4.23 -3.35
H -10.20495 32.45037 10.59946 -0.40 0.39 -0.37
H -10.88916 32.54096 11.94688 3.02 0.64 -1.56
O -9.42034 28.40964 12.46702 3.74 -0.86 -2.66
H -10.28705 28.77656 12.64144 0.62 -0.62 -0.42
H -9.12275 28.86178 11.67756 0.66 -0.05 -0.14
O -9.57089 29.74090 14.82371 1.73 -0.58 2.30
H -9.32993 29.00707 15.38910 0.35 -0.19 0.04
H -10.27239 29.39734 14.27046 1.91 -1.26 2.01
O -10.96867 30.76925 13.64114 3.93 1.20 -0.14
H -10.12873 30.58869 13.21910 0.66 -0.68 -0.44
H -11.26808 31.58533 13.24039 0.66 -0.51 1.69
O -11.29430 28.63549 13.44093 -5.11 -4.40 0.74
H -11.87403 28.48228 12.69482 -0.58 -0.58 0.08
H -11.32131 29.58283 13.57528 -2.48 0.77 -0.12
```
Forces are in eV/Å.

Energy relative to the best compared isomer or geometry (same formula, charge and spin) = 506.0 kcal per mole
E_HOMO = -9.433 eV
Gap between HOMO and LUMO = 0.328 hartree
Spin multiplicity = 1

=====

No. 4
Entry from the Open Molecules 2025 dataset: a cluster of 11 separate species, H22O11 in total in a non-equilibrium geometry (wB97M-V/def2-TZVPD).

Structure (XYZ):
```
33
Properties=species:S:1:pos:R:3:forces:R:3
O -1.58924 -3.66336 0.54609 -0.26 -1.17 0.91
H -0.93124 -3.26736 0.00309 0.72 0.61 -1.18
H -1.20024 -4.52336 0.77809 -0.34 0.28 -0.01
O -2.05724 -0.08336 -2.33191 0.00 -3.04 0.08
H -2.29424 0.74364 -2.61891 -1.42 3.08 -1.19
H -1.23624 0.09364 -1.90791 1.32 0.03 1.04
O -3.18824 -1.14836 0.15109 -0.83 -0.87 0.73
H -2.51824 -1.18236 0.85509 -0.40 0.95 -0.84
H -2.84624 -0.72536 -0.62191 0.46 0.57 -0.74
O 2.50876 0.07564 -1.57591 -0.38 -1.11 -0.60
H 2.38576 -0.86236 -1.77491 -0.50 0.13 -0.72
H 3.05876 -0.04336 -0.82591 1.13 0.76 1.38
O -0.32024 0.38564 -0.22391 1.65 0.44 -0.45
H 0.59676 0.74664 -0.21991 -0.85 0.25 -0.13
H -0.07824 -0.51636 -0.03191 -0.41 -1.01 0.45
O -1.57624 -1.44836 2.18509 0.25 0.82 1.32
H -1.62624 -2.22036 1.64309 0.20 -1.65 -0.51
H -2.38224 -1.52736 2.70909 0.09 0.27 0.24
O -2.16024 2.02164 0.79809 0.13 1.36 0.41
H -1.34424 1.65564 0.46309 0.13 -1.23 -0.34
H -1.81324 2.86964 1.11309 -0.72 0.06 0.18
O 3.64476 1.85764 1.83109 1.15 -0.26 1.02
H 2.93776 1.73764 1.22709 -1.06 -0.26 -0.93
H 4.21676 2.44764 1.34609 0.43 0.33 -0.01
O 1.04976 -2.10636 0.30409 -1.57 -0.41 -0.39
H 0.82076 -2.59536 1.09309 -0.46 -0.15 0.49
H 1.95576 -1.95436 0.43709 2.03 0.48 0.11
O 0.97076 2.14164 -2.44491 -0.30 0.58 0.03
H 1.43176 1.31964 -2.21391 -0.39 0.11 -0.39
H 0.19176 1.98164 -2.99691 0.53 -0.34 0.26
O 1.42476 2.43564 0.59609 0.35 -0.03 0.70
H 1.33376 2.61864 1.54709 -0.21 0.06 -0.45
H 0.63376 2.73564 0.16209 -0.46 0.37 -0.45
```
Forces are in eV/Å.

Energy relative to the best compared isomer or geometry (same formula, charge and spin) = 53.0 kcal per mole
E_HOMO = -9.703 eV
Gap between HOMO and LUMO = 0.339 hartree
SMILES string = O.O.O.O.O.O.O.O.O.O.O
Spin multiplicity = 1

=====

No. 5
Entry from the Open Molecules 2025 dataset: a cluster of 11 separate species, H22O11 in total in a non-equilibrium geometry (wB97M-V/def2-TZVPD).

Structure (XYZ):
```
33
Properties=species:S:1:pos:R:3:forces:R:3
H 0.63704 -0.33067 -1.09372 -0.61 -0.52 -0.59
H -0.80219 -0.82301 -1.54319 -0.09 0.41 0.08
H -2.45025 1.73689 -0.32241 1.17 -1.62 0.81
H -1.88080 0.27947 -0.16636 -0.26 -0.68 -0.27
H 4.64222 0.50915 1.95188 -0.67 0.40 0.04
H 2.99790 0.31994 1.82868 2.49 -0.48 0.35
H 0.20897 -3.29810 -0.67367 0.03 -0.81 -4.06
H -0.51184 -3.42999 0.54682 0.35 -0.08 0.60
H -1.58072 3.17429 -0.56782 -0.08 0.56 1.28
H -1.77342 4.09279 -1.89161 0.95 -1.85 1.49
H 1.84645 1.83587 0.14814 -0.95 0.45 0.47
H 1.60272 3.18297 -0.19048 1.08 3.49 -3.07
H -1.02479 -0.50090 3.95185 0.06 0.21 -0.31
H 0.23958 0.01244 3.10920 -1.12 -1.21 1.95
H 3.22501 -3.20506 0.41924 0.21 0.70 -0.39
H 1.92567 -3.37842 -0.17236 -1.24 -0.44 0.04
H -3.93014 1.69943 -1.52842 -0.53 -0.25 -0.53
H -4.93198 2.62751 -1.06434 -0.75 2.95 2.02
H -2.63679 -1.68606 -0.52863 -0.28 -1.46 1.19
H -2.19106 -2.85555 0.44155 0.40 0.15 -0.11
H 3.25548 0.47514 -0.78410 3.10 -0.54 4.00
H 3.14403 -0.19453 -2.15930 -0.60 0.95 1.30
O 0.13324 -0.97401 -1.64127 0.83 0.27 -0.12
O -1.80503 1.15585 0.17791 -1.06 1.88 -0.08
O 3.91048 -0.11545 1.89574 -1.82 0.13 -0.40
O 0.23377 -2.95528 0.16172 -1.41 0.39 3.81
O -1.31353 3.29507 -1.45851 -0.62 1.76 -2.90
O 1.29898 2.60888 0.42389 -0.21 -3.95 2.52
O -0.06286 -0.50667 3.93136 1.00 1.01 -1.67
O 2.64468 -2.78152 -0.23962 2.36 -0.01 0.37
O -4.88083 1.89315 -1.59449 1.18 -2.67 -1.65
O -2.93941 -2.34045 0.15930 -0.47 1.36 -1.13
O 2.76941 0.47686 -1.52697 -2.47 -0.53 -5.04
```
Forces are in eV/Å.

Energy relative to the best compared isomer or geometry (same formula, charge and spin) = 104.7 kcal per mole
E_HOMO = -10.851 eV
Gap between HOMO and LUMO = 0.394 hartree
SMILES string = O.O.O.O.O.O.O.O.O.O.O
Spin multiplicity = 1

=====

No. 6
Entry from the Open Molecules 2025 dataset: a structure of composition H23O12 in a non-equilibrium geometry (wB97M-V/def2-TZVPD).

Structure (XYZ):
```
35
Properties=species:S:1:pos:R:3:forces:R:3
O 0.64264 2.16791 1.57742 0.12 -0.80 0.29
H 1.52768 2.45972 1.78884 0.38 0.43 -0.09
H 0.57784 1.34549 2.15445 -0.82 0.41 -0.31
O 2.55488 0.94978 3.96650 0.15 -0.40 -0.73
H 2.72856 0.08269 4.36337 -0.11 0.40 -0.10
H 1.88908 0.70010 3.26249 0.29 0.02 1.41
O 0.12904 -0.52569 -4.57795 0.87 0.03 0.58
H 0.08622 0.03051 -3.78095 -0.30 -0.14 -0.30
O 1.96526 -2.24882 -2.63528 0.40 0.21 -0.51
H 2.21678 -1.32208 -2.56929 -0.40 0.36 -0.22
H 2.51753 -2.51103 -1.89854 -0.07 -0.71 0.49
O 0.31367 -1.64119 1.07973 0.77 -0.43 1.73
H 0.65237 -2.31697 1.71015 -0.31 -0.15 -1.19
H 1.53196 -1.20389 0.23154 0.07 -0.18 -0.49
O 0.26429 0.83386 -1.12045 0.60 -0.23 0.09
H 0.25333 0.91476 -0.15045 -0.14 0.51 -0.06
H 0.92551 -1.06201 -4.39304 -0.69 0.07 -0.23
O -2.80102 2.03777 1.26751 0.41 -0.06 1.37
H -2.83388 1.09701 1.51244 0.00 0.45 -0.66
H -3.15427 2.17086 0.40346 -0.47 -0.48 -0.79
O 2.29727 -0.90314 -0.39049 0.36 0.44 1.01
H 2.81451 -0.34442 0.21450 -0.05 -0.20 -0.39
H 1.10309 0.33448 -1.21865 -0.43 0.10 0.03
O -2.05672 -0.72273 -0.85534 0.22 0.81 -0.16
H -1.11937 -0.90534 -0.70927 0.11 -0.62 0.31
H -1.92298 0.20186 -1.11241 -0.39 -0.06 -0.22
O -1.38795 3.32862 -1.93571 0.10 0.22 0.97
H -0.57582 3.30166 -1.40011 0.09 -0.31 -0.57
H -2.01849 3.36102 -1.20249 -0.20 0.06 -0.37
O -3.45933 -3.04726 -0.55458 0.40 0.24 -0.60
H -2.50292 -3.17629 -0.54485 0.01 -0.50 0.45
H -3.40764 -2.21139 -1.04934 -0.50 0.06 0.29
O 0.34044 -0.09489 2.98590 0.13 -0.38 -0.50
H 0.31806 -0.92739 1.99635 -0.74 0.76 -0.37
H -0.40964 -0.15356 3.58458 0.13 0.08 -0.15
```
Forces are in eV/Å.

Total charge = -1
Energy relative to the best compared isomer or geometry (same formula, charge and spin) = 52.5 kcal per mole
E_HOMO = -6.772 eV
Gap between HOMO and LUMO = 0.354 hartree
Spin multiplicity = 1

=====

Number 1: electronic energy -840.81088 hartree. Number 2: electronic energy -840.80202 hartree. Number 3: electronic energy -840.07382 hartree. Number 4: electronic energy -840.79568 hartree. Number 5: electronic energy -840.71332 hartree. Number 6: electronic energy -916.73874 hartree.